{"formula": "C17H68N13O20", "method": "wB97M-V/def2-TZVPD", "charge": -1, "spin_multiplicity": 1, "e_lumo_ev": 1.5, "e_homo_ev": -7.011, "species": ["N", "O", "O", "O", "C", "O", "H", "H", "H", "H", "C", "O", "H", "H", "H", "H", "C", "O", "H", "H", "H", "H", "C", "O", "H", "H", "H", "H", "C", "O", "H", "H", "H", "H", "C", "O", "H", "H", "H", "H", "C", "O", "H", "H", "H", "H", "C", "O", "H", "H", "H", "H", "C", "O", "H", "H", "H", "H", "C", "O", "H", "H", "H", "H", "C", "O", "H", "H", "H", "H", "C", "O", "N", "N", "H", "H", "H", "H", "C", "O", "N", "N", "H", "H", "H", "H", "C", "O", "N", "N", "H", "H", "H", "H", "C", "O", "N", "N", "H", "H", "H", "H", "C", "O", "N", "N", "H", "H", "H", "H", "C", "O", "N", "N", "H", "H", "H", "H"], "xyz": [[-0.8181, 0.4643, -0.7178], [-0.1431, 1.2880, -0.1345], [-2.0138, 0.7452, -1.0118], [-0.3922, -0.6432, -0.9628], [-1.3457, 1.0915, -4.1777], [-0.9797, 1.0810, -5.5057], [-1.9438, 0.1967, -4.0055], [-0.6557, 1.2354, -3.3462], [-2.0476, 1.9202, -4.0844], [-0.3744, 0.3461, -5.6284], [2.6495, -2.2361, 0.4422], [2.2597, -3.2125, -0.4988], [2.5753, -1.2576, -0.0321], [1.9484, -2.1668, 1.2739], [3.6682, -2.3933, 0.7969], [2.7248, -4.0357, -0.3324], [0.8222, 4.6183, -1.5081], [0.7944, 4.2923, -0.1460], [1.8134, 4.4646, -1.9347], [0.0981, 4.2214, -2.2195], [0.8319, 5.7081, -1.5273], [0.1489, 3.5835, -0.0954], [2.2791, 3.2964, 2.5601], [2.8895, 2.9751, 1.3268], [2.3608, 4.3746, 2.6977], [1.2512, 2.9366, 2.5160], [2.8272, 2.7032, 3.2921], [2.2182, 3.0630, 0.6461], [-0.5671, -5.7307, -0.7177], [-1.7240, -5.1869, -0.1579], [-0.7712, -6.7620, -1.0057], [-0.3091, -5.1881, -1.6271], [0.2798, -5.6009, -0.0439], [-1.4955, -4.3312, 0.2125], [4.6278, -0.0285, 2.1336], [4.1382, 0.6554, 1.0207], [4.0048, 0.0647, 3.0231], [4.8614, -1.0763, 1.9448], [5.5640, 0.4789, 2.3665], [3.7830, 1.5180, 1.2471], [-4.8871, 0.5971, -3.2131], [-5.0936, 1.4539, -4.3341], [-3.9456, 0.0494, -3.2531], [-4.7870, 1.3780, -2.4592], [-5.5822, -0.1432, -2.8170], [-5.0761, 0.9440, -5.1473], [-1.7311, 1.8986, 3.9696], [-2.6400, 0.8856, 4.3545], [-0.9868, 2.1208, 4.7342], [-1.1657, 1.6696, 3.0663], [-2.3905, 2.7327, 3.7297], [-3.2646, 1.3037, 4.9517], [-1.5096, -2.1461, 1.7552], [-0.6702, -2.8479, 1.0029], [-2.4750, -2.0948, 1.2516], [-1.5636, -2.5443, 2.7684], [-1.1690, -1.1111, 1.7845], [-0.2682, -2.3566, 0.2828], [1.5594, -0.4102, 4.6635], [2.6554, -1.0802, 5.3946], [1.5636, 0.6796, 4.6836], [1.6937, -0.8188, 3.6620], [0.5838, -0.8248, 4.9171], [2.6443, -1.9512, 4.9911], [-1.0029, 6.0523, 1.8186], [-2.2544, 6.5793, 2.0915], [-1.0721, 4.9875, 1.5958], [-0.5070, 6.4887, 0.9516], [-0.2592, 6.1492, 2.6095], [-2.7744, 6.0449, 2.6961], [2.8639, 1.3197, -2.9288], [3.1008, 2.0092, -3.9418], [3.4985, 1.4399, -1.8069], [2.0101, 0.3199, -2.8965], [4.3278, 2.0051, -1.6935], [3.2501, 0.8126, -1.0553], [1.7120, 0.0052, -3.8088], [1.6333, -0.0012, -2.0161], [-4.5965, 0.3405, 1.3459], [-5.6069, 0.1867, 1.9773], [-3.7764, 1.3273, 1.4707], [-4.2563, -0.4079, 0.2782], [-3.9327, 1.9501, 2.2503], [-2.8480, 1.3538, 1.0736], [-4.7303, -1.2548, -0.0012], [-3.4513, -0.1002, -0.2484], [-2.5866, -3.3486, -2.7390], [-2.9886, -4.3890, -3.2034], [-1.4677, -2.6217, -3.0664], [-3.3049, -2.8429, -1.7716], [-1.2104, -1.8975, -2.4110], [-1.0129, -2.8365, -3.9423], [-3.1452, -1.9261, -1.3790], [-4.0816, -3.4420, -1.5309], [4.1709, -3.0913, -3.4530], [4.6714, -3.0527, -4.5711], [2.9688, -2.6983, -3.1416], [4.8155, -3.4881, -2.3532], [2.3026, -2.4898, -3.8716], [2.6751, -2.6505, -2.1764], [5.7400, -3.8776, -2.4703], [4.3089, -3.5382, -1.4809], [-2.8569, 4.2463, -0.7172], [-3.2118, 3.9162, 0.4205], [-2.8955, 5.4878, -1.0949], [-2.5478, 3.3842, -1.6353], [-2.5155, 5.7487, -1.9936], [-3.0132, 6.1907, -0.3793], [-2.5478, 2.3964, -1.4246], [-2.4380, 3.6872, -2.5925], [2.7176, -4.4345, 3.4669], [2.9780, -3.2980, 3.8106], [1.6880, -4.8096, 2.7390], [3.4967, -5.3812, 3.7994], [1.6609, -5.8167, 2.6671], [1.2545, -4.1820, 2.0769], [3.4296, -6.3406, 3.4909], [4.2850, -5.0686, 4.3480]], "lowdin_charge": [-0.567, 0.032, -0.095, -0.025, -0.201, -0.084, 0.059, 0.062, 0.069, 0.075, -0.126, -0.145, 0.071, 0.069, 0.081, 0.084, -0.150, -0.125, 0.076, 0.077, 0.074, 0.049, -0.112, -0.147, 0.085, 0.078, 0.079, 0.049, -0.175, -0.124, 0.081, 0.068, 0.053, 0.021, -0.153, -0.145, 0.072, 0.066, 0.077, 0.016, -0.170, -0.112, 0.044, 0.075, 0.074, 0.072, -0.173, -0.123, 0.073, 0.065, 0.073, 0.078, -0.176, -0.133, 0.071, 0.100, 0.083, 0.060, -0.127, -0.155, 0.064, 0.053, 0.071, -0.005, -0.204, -0.109, 0.056, 0.075, 0.072, 0.083, -0.748, -0.014, 0.188, 0.168, 0.128, 0.073, 0.108, 0.072, -0.765, 0.033, 0.183, 0.150, 0.103, 0.084, 0.097, 0.034, -0.748, 0.025, 0.175, 0.173, 0.048, 0.104, 0.070, 0.126, -0.750, 0.014, 0.168, 0.156, 0.113, 0.056, 0.111, 0.072, -0.767, 0.003, 0.182, 0.194, 0.109, 0.108, 0.058, 0.106, -0.770, 0.032, 0.204, 0.175, 0.109, 0.089, 0.120, 0.133]}